(1)
Density functional theory data (ωB97M-V/def2-TZVPD) for a single C3H6I2O molecule.

Cartesian coordinates (Å):
I 2.18379 1.92778 -0.60802
H 1.23848 1.03825 1.80714
H -0.34705 -0.91260 1.13262
H 0.29428 -0.91848 -0.66365
C -1.62895 0.24257 -0.44625
I -2.49967 -1.44034 -1.39476
H -2.28951 0.49969 0.33838
H 2.11653 -1.33010 0.89183
O 2.17994 -0.47315 1.21942
H -1.37368 1.17666 -1.09483
C -0.11069 -0.29223 0.21146
C 1.35560 0.48048 0.86715

The structure (SMILES) is O[C@@H](I)CCI. For the molar mass, the calculation gives 311.9 g/mol. For the electronic energy, the calculation gives -21454.811 eV.

=====

(2)
Density functional theory data (ωB97M-V/def2-TZVPD) for a molecular structure, C5H6OS.

Cartesian coordinates (Å):
H -2.96731 1.34107 2.25862
C 1.65838 -1.97671 -1.68569
H 0.19664 2.33522 0.83073
C 0.81747 -0.97875 -0.86403
H 1.22797 -3.08843 -1.52227
H 2.79594 -1.92094 -1.63963
H 1.17397 -1.85816 -2.78960
S -1.59370 2.33956 2.40714
H 0.22978 0.84841 1.89579
C 0.00568 -0.04391 -0.48213
O -2.14499 0.74903 0.01835
C -1.01429 0.69103 0.30274
C -0.38554 1.56258 1.26997

For the molar mass, the calculation gives 114.2 g/mol. For the electronic energy, the calculation gives -18160.341 eV.

=====

(3)
Density functional theory data (ωB97M-V/def2-TZVPD) for 4 unconnected molecules or ions with the total composition C17H45BNO7S.

Cartesian coordinates (Å):
O -4.24126 7.46967 0.73398
C 0.99149 1.52561 1.23293
H -3.90557 6.47984 -1.01742
O 3.58695 -1.84907 -1.36527
C -3.46557 8.35651 1.52167
H 1.95627 -1.65708 -2.63247
N 4.08369 1.97427 3.10315
H 1.23620 1.92715 2.21749
H -2.44414 6.84935 -0.08702
H -4.42298 4.29523 3.07244
S -0.79964 1.07972 1.32962
H -2.15951 -6.05850 -0.48830
H -1.71226 -6.91491 -4.36434
H -1.34621 1.04141 4.74909
H -2.94523 -4.27979 -2.17849
H 1.65063 0.02930 -0.16721
H 0.21957 1.55528 4.13343
H 3.67106 0.02597 -2.26825
H 4.31359 -1.31301 -3.24200
C -3.61339 -4.93704 -2.74421
C -0.82860 1.84381 4.20328
H -3.87922 -4.43887 -3.68338
C 2.36201 -2.34758 -1.88333
H 4.69957 1.89344 3.90028
H 5.13460 -3.65764 -2.63363
H -0.54681 -6.47828 0.12930
H -2.77423 7.81868 2.17736
H 1.51935 -4.08281 -2.78054
H -4.16354 8.93210 2.12484
O -3.02793 -6.19900 -2.97930
C -3.49122 6.53650 -0.00683
H -4.60666 6.02845 2.91950
H 3.97282 0.20425 0.39989
O -0.55998 -5.35768 -1.62251
C -1.75346 -6.14259 -3.59142
H 5.21445 -0.73749 -1.82055
C -1.13210 -5.70291 -0.37660
C -0.64100 -6.38804 -2.59595
O -2.72417 2.64971 2.59301
H -1.12694 -4.80287 0.23724
H 4.71072 0.08806 2.58378
H -4.52195 -5.11041 -2.17045
H 1.64932 -2.41762 -1.05485
H 4.64153 -5.24024 -3.27311
H -2.89018 9.04287 0.89350
H 3.25418 2.45595 3.42782
C 4.22112 -0.92335 -2.22627
C -3.86699 5.23209 2.98491
O -2.93970 5.11111 1.90378
C -3.56772 5.15677 0.61212
C 2.51283 -3.71961 -2.50425
H 5.18586 -3.96892 -4.38690
H -4.61640 4.85787 0.70192
H -2.76228 3.57907 2.22987
H 1.61532 -0.52513 1.50898
H -0.79649 -7.35593 -2.10778
C 1.85384 0.32556 0.86498
H 2.92764 -4.41240 -1.76369
O 3.32173 -3.68151 -3.66296
H -1.60461 -5.17085 -4.07641
B -1.58286 2.05270 2.87340
C 3.31621 0.76635 1.06397
H -3.05473 4.44175 -0.03735
H -1.33102 1.80337 0.33179
H 0.31428 -6.42686 -3.12775
C 3.78379 0.66109 2.52903
H 3.04426 0.08393 3.10632
C 4.63787 -4.16256 -3.46714
H 1.05086 2.34153 0.51321
H -3.28966 5.38138 3.89508
H 3.40356 1.81821 0.76817
H -0.92096 2.74465 4.81681

For the molar mass, the calculation gives 418.4 g/mol. Its net charge is +1. For the electronic energy, the calculation gives -45684.147 eV.

=====

(4)
Density functional theory data (ωB97M-V/def2-TZVPD) for 2 unconnected molecules or ions with the total composition C10H13NO3.

Cartesian coordinates (Å):
O 2.50926 -2.98072 -1.14606
C -0.79165 1.48647 0.29250
H 3.28826 -0.73957 0.17046
H -1.66249 3.51755 2.72174
C 1.31310 -2.67857 -0.93982
H -1.16752 1.16441 -2.64699
O 0.25763 -3.24290 -0.79495
C 2.17088 -0.55775 0.13323
C 1.61732 -1.21999 -1.10435
C -1.10913 -0.72688 0.87114
C -0.16612 0.68088 -2.42863
H 1.78130 -0.58284 -2.06754
C -1.46359 0.95671 2.50250
H -1.77503 -1.17983 2.79836
H -1.66981 1.24291 3.55511
H 1.71842 -1.11824 1.03105
C -0.40325 -0.23708 -1.30249
C -1.20815 1.91767 1.53714
H -0.87736 -1.24112 -1.63565
H 0.12645 0.01868 -3.33797
H -0.88610 -1.82676 0.42431
H 0.50792 1.50358 -2.25665
O -1.28272 3.30291 1.80205
N -0.72304 0.18153 -0.09412
C -1.46305 -0.39881 2.17285
H 1.91197 0.46616 0.14935
H -0.55350 2.29159 -0.40656

For the molar mass, the calculation gives 195.2 g/mol. For the electronic energy, the calculation gives -18208.750 eV.